The following is a DFT calculation (ωB97M-V/def2-TZVPD) of 2 unconnected molecules or ions with the total composition C4H6N2O at a distorted geometry.

Bonds (Å) are listed after each position.
CARTESIAN COORDINATES (ANGSTROEM)
1 C -1.119 -0.109 -1.995  C2 1.489, H5 1.099, H6 1.179, H7 1.109
2 C -0.450 -0.087 -0.664  C1 1.489, C3 1.417, N12 1.442
3 C -1.051 -0.631 0.498  C2 1.417, H8 1.178, O13 1.399
4 C 1.022 0.069 0.840  N11 1.418, N12 1.271, O13 1.359
5 H -0.847 -0.827 -2.782  C1 1.099
6 H -0.883 0.981 -2.376  C1 1.179
7 H -2.214 -0.201 -1.850  C1 1.109
8 H -1.932 -1.403 0.625  C3 1.178
9 H 3.003 1.577 2.069  no bonds
10 H 1.695 0.242 2.764  N11 1.032
11 N 1.904 0.595 1.817  C4 1.418, H10 1.032
12 N 0.907 0.321 -0.401  C2 1.442, C4 1.271
13 O -0.035 -0.526 1.455  C3 1.399, C4 1.359

Values from the calculation:
gap between HOMO and LUMO	0.2802	hartree
HOMO level	-8.1	eV
energy above the lowest of the compared OMol25 structures with the same formula, charge and spin	103.99	kcal/mol